[1]
{"formula": "C35H39F2O4P2", "method": "ωB97M-V with the def2-TZVPD basis set", "charge": 1, "energy_ev": -69118.0023, "e_lumo_ev": -5.63, "e_homo_ev": -10.94, "homo_lumo_gap_ha": 0.19534, "symbols": ["C", "P", "O", "P", "F", "C", "C", "O", "O", "C", "C", "O", "F", "H", "H", "H", "H", "H", "H", "H", "H", "H", "C", "C", "C", "C", "C", "C", "H", "H", "H", "H", "H", "H", "C", "C", "C", "C", "C", "C", "H", "H", "H", "H", "H", "H", "C", "C", "C", "C", "C", "C", "H", "H", "H", "H", "H", "H", "C", "C", "C", "C", "C", "C", "H", "H", "H", "H", "H", "H", "C", "C", "C", "C", "C", "C", "H", "H", "H", "H", "H", "H"], "xyz": [[2.1047, -1.0636, 1.3390], [0.2174, -1.2237, 1.5940], [-0.2327, -2.7968, 2.2341], [-0.3821, 0.1951, 3.1687], [-0.3372, -0.7492, 4.6850], [0.8928, 1.6134, 3.4186], [1.0624, 2.6092, 2.1279], [2.3120, 2.8538, 1.6461], [-0.1566, 3.2478, 1.5652], [-2.1937, 0.7896, 2.9837], [-2.8035, 0.6782, 1.4653], [-4.1571, 0.5989, 1.3498], [-2.0335, 0.7049, 0.2003], [2.3607, 0.0952, 1.3498], [2.3647, -1.4581, 0.2590], [2.6473, -1.6491, 2.1971], [-1.1561, -2.6328, 2.6399], [0.6259, 2.2839, 4.3677], [1.9257, 1.0924, 3.6834], [-0.3263, 2.7452, 0.7153], [-2.3561, 1.8915, 3.3488], [-2.8557, 0.0789, 3.6775], [-3.1493, -4.7712, -0.9284], [-3.8304, -5.4849, 0.0573], [-4.4342, -4.8090, 1.1172], [-4.3653, -3.4172, 1.1861], [-3.6874, -2.7033, 0.1983], [-3.0756, -3.3800, -0.8566], [-2.6759, -5.2986, -1.7524], [-3.8899, -6.5689, -0.0001], [-4.9591, -5.3658, 1.8886], [-4.8400, -2.8900, 2.0093], [-3.6351, -1.6186, 0.2513], [-2.5428, -2.8239, -1.6229], [4.9678, 5.4707, 3.4903], [3.5930, 5.2371, 3.4940], [2.7663, 5.9486, 4.3630], [3.3139, 6.9018, 5.2221], [4.6883, 7.1380, 5.2157], [5.5162, 6.4198, 4.3532], [5.6122, 4.9135, 2.8154], [3.1655, 4.4992, 2.8197], [1.6959, 5.7616, 4.3704], [2.6692, 7.4599, 5.8959], [5.1147, 7.8820, 5.8841], [6.5875, 6.6002, 4.3524], [1.8886, 7.9081, -1.5404], [0.6316, 7.5305, -2.0118], [-0.1144, 6.5748, -1.3226], [0.3930, 6.0034, -0.1553], [1.6484, 6.3839, 0.3182], [2.3984, 7.3327, -0.3762], [2.4711, 8.6504, -2.0797], [0.2334, 7.9808, -2.9176], [-1.0909, 6.2759, -1.6939], [-0.1903, 5.2622, 0.3847], [2.0430, 5.9397, 1.2288], [3.3787, 7.6248, -0.0101], [1.3383, -6.1533, -3.5048], [1.2820, -7.5361, -3.3331], [0.7891, -8.0724, -2.1439], [0.3429, -7.2251, -1.1292], [0.3959, -5.8423, -1.3025], [0.8974, -5.3059, -2.4881], [1.7257, -5.7357, -4.4304], [1.6232, -8.1964, -4.1265], [0.7515, -9.1498, -2.0078], [-0.0457, -7.6429, -0.2043], [0.0466, -5.1822, -0.5123], [0.9436, -4.2285, -2.6205], [-1.3348, -3.0228, -4.3747], [-2.0088, -1.9246, -4.9080], [-2.8295, -2.0838, -6.0243], [-2.9839, -3.3444, -6.6018], [-2.3127, -4.4433, -6.0662], [-1.4848, -4.2823, -4.9555], [-0.6926, -2.8977, -3.5068], [-1.8939, -0.9436, -4.4537], [-3.3493, -1.2266, -6.4436], [-3.6272, -3.4695, -7.4688], [-2.4344, -5.4259, -6.5154], [-0.9577, -5.1376, -4.5419]], "forces_ev_per_angstrom": [[0.554, 0.044, 0.758], [-0.414, -1.857, -1.331], [-0.585, 3.417, 0.380], [0.914, -0.766, 3.748], [-0.440, 2.742, -3.435], [0.573, 0.983, 0.568], [5.679, 1.560, -2.952], [-9.069, -1.942, 3.276], [2.801, -3.140, 0.971], [-0.682, -0.344, -0.342], [-8.413, -0.413, -1.976], [10.485, 0.619, 0.866], [-1.659, 0.148, 4.356], [-0.531, -2.367, 0.091], [-0.720, 0.590, 2.306], [-0.696, 1.213, -1.860], [1.741, -0.862, -0.968], [0.205, -1.456, -2.027], [-2.156, 1.106, -0.845], [0.342, 0.995, 0.811], [0.562, -2.033, -0.765], [1.367, 1.471, -1.690], [-0.046, 0.111, 0.078], [0.015, 0.169, 0.042], [0.091, 0.064, -0.081], [0.144, -0.096, -0.026], [0.154, -0.118, 0.068], [0.003, -0.125, 0.122], [-0.065, 0.093, 0.101], [0.008, 0.179, 0.006], [0.052, 0.082, -0.127], [-0.017, -0.059, -0.113], [-0.117, -0.188, -0.110], [-0.110, -0.085, 0.032], [-0.061, 0.097, 0.120], [0.044, 0.072, 0.146], [0.278, 0.032, 0.024], [0.057, -0.093, -0.078], [-0.081, -0.113, -0.089], [-0.195, -0.053, -0.032], [-0.095, 0.088, 0.088], [0.188, 0.208, 0.132], [0.073, 0.082, -0.016], [0.105, -0.074, -0.102], [-0.078, -0.129, -0.114], [-0.158, -0.018, -0.007], [-0.094, -0.141, 0.112], [0.050, -0.072, 0.101], [0.173, 0.046, 0.076], [0.073, 0.165, -0.190], [-0.071, 0.014, -0.115], [-0.168, -0.046, -0.062], [-0.095, -0.115, 0.085], [0.067, -0.078, 0.146], [0.115, 0.070, 0.043], [0.105, 0.235, -0.095], [-0.030, 0.098, -0.145], [-0.141, -0.037, -0.030], [-0.014, -0.057, 0.146], [-0.041, 0.104, 0.100], [-0.035, 0.198, 0.009], [0.059, 0.031, -0.158], [0.088, -0.064, -0.124], [0.019, -0.253, 0.079], [-0.058, -0.060, 0.127], [-0.046, 0.113, 0.134], [-0.003, 0.161, -0.025], [0.057, 0.060, -0.129], [0.014, -0.096, -0.088], [0.011, -0.134, -0.009], [-0.172, -0.046, -0.210], [-0.015, -0.137, -0.057], [0.066, -0.153, 0.071], [0.112, 0.043, 0.155], [0.005, 0.170, 0.055], [-0.095, 0.098, -0.030], [-0.070, -0.017, -0.109], [-0.015, -0.119, -0.086], [0.070, -0.127, 0.066], [0.103, 0.022, 0.132], [0.029, 0.162, 0.075], [-0.098, 0.125, -0.056]]}

[2]
{"formula": "C52H60AsN3O2S2SeV", "method": "ωB97M-V with the def2-TZVPD basis set", "charge": -1, "energy_ev": -237006.3158, "s2": 2.027, "multiplicity": 3, "e_lumo_ev": [1.94, 1.94], "e_homo_ev": [-3.15, -3.49], "homo_lumo_gap_ha": [0.18706, 0.19956], "de_lowest_kcal_mol": 0.0, "symbols": ["V", "C", "N", "C", "C", "C", "C", "C", "C", "C", "C", "H", "H", "H", "H", "H", "H", "H", "H", "H", "H", "H", "H", "O", "H", "H", "Se", "C", "S", "O", "C", "C", "C", "C", "C", "C", "H", "H", "H", "H", "H", "H", "H", "H", "N", "S", "C", "C", "C", "C", "C", "C", "C", "C", "C", "C", "C", "C", "H", "H", "H", "H", "H", "H", "H", "H", "H", "H", "H", "C", "C", "C", "C", "C", "C", "As", "N", "C", "C", "C", "C", "C", "C", "C", "C", "C", "C", "C", "C", "C", "C", "C", "C", "C", "C", "H", "H", "H", "H", "H", "H", "H", "H", "H", "H", "H", "H", "H", "H", "H", "H", "H", "H", "H", "H", "H", "H", "H", "H", "H", "H", "H"], "xyz": [[0.5908, 0.2094, -0.4772], [-3.4949, -0.3678, 1.1149], [-2.6312, -0.9194, 0.0913], [-2.7711, -2.3595, 0.0683], [-2.9981, -0.3850, -1.2137], [-1.9751, -0.4602, -2.3347], [-2.5406, -0.6855, -3.5946], [-1.7985, -0.5574, -4.7544], [-0.4652, -0.1912, -4.6486], [0.0977, 0.0010, -3.3963], [-0.6144, -0.1339, -2.1880], [-4.5485, -0.6706, 0.9703], [-3.4463, 0.7183, 1.0948], [-3.1694, -0.7078, 2.0994], [-3.8233, -2.6636, -0.0804], [-2.4278, -2.8042, 1.0068], [-2.1807, -2.7664, -0.7510], [-3.2757, 0.6662, -1.0810], [-3.9186, -0.8947, -1.5579], [-3.5916, -0.9522, -3.6624], [-2.2537, -0.7388, -5.7211], [0.1432, -0.0673, -5.5374], [1.1509, 0.2494, -3.3461], [2.1543, 0.3658, 1.6576], [2.6993, 0.0102, 0.9137], [1.7969, -0.3999, 2.1268], [2.7913, -0.5321, -1.3262], [-1.7047, -2.3312, 4.5998], [-0.9021, -0.8488, 3.9668], [0.5510, -1.1564, 3.8859], [-1.1429, 0.1474, 5.4417], [-0.0989, 0.2508, 6.3442], [-0.2603, 1.0578, 7.4620], [-1.4471, 1.7506, 7.6569], [-2.4812, 1.6479, 6.7341], [-2.3278, 0.8469, 5.6131], [-1.1265, -2.6845, 5.4525], [-1.7070, -3.0687, 3.7995], [-2.7268, -2.0935, 4.8901], [0.8279, -0.2688, 6.1377], [0.5498, 1.1588, 8.1723], [-1.5596, 2.3946, 8.5191], [-3.3953, 2.2090, 6.8745], [-3.1100, 0.7924, 4.8642], [0.5475, -1.7209, 0.3542], [1.8148, -2.7084, 0.1300], [1.3002, -4.1273, 1.1981], [2.0344, -5.3017, 1.0457], [1.8114, -6.3837, 1.8760], [0.8602, -6.3052, 2.8873], [0.1536, -5.1291, 3.0649], [0.3736, -4.0422, 2.2241], [1.6379, -3.6114, -1.4121], [0.4110, -4.1225, -1.7900], [0.2918, -4.7951, -2.9977], [1.4083, -4.9759, -3.7993], [2.6429, -4.4792, -3.3980], [2.7601, -3.7798, -2.2090], [-0.2819, -2.2217, 0.6324], [2.7733, -5.3703, 0.2559], [2.3777, -7.2956, 1.7331], [0.6832, -7.1536, 3.5352], [-0.5691, -5.0496, 3.8675], [-0.1437, -3.1096, 2.4048], [-0.4505, -3.9835, -1.1517], [-0.6730, -5.1686, -3.3154], [1.3163, -5.4939, -4.7452], [3.5093, -4.6007, -4.0351], [3.6897, -3.3105, -1.9171], [1.2573, 7.0980, 4.2069], [0.6060, 6.0506, 3.3462], [0.7426, 4.7005, 3.6230], [0.1667, 3.7279, 2.8142], [0.2788, 2.2937, 3.2576], [-0.5453, 4.0947, 1.6582], [-1.1067, 2.5135, 0.5910], [0.4369, 2.1582, -0.3524], [1.3100, 3.1675, -0.7698], [2.6936, 2.9825, -0.6602], [3.5696, 3.9712, -1.0693], [3.1047, 5.1753, -1.5889], [1.7364, 5.3659, -1.6983], [0.8555, 4.3734, -1.2956], [-2.6684, 3.2008, -0.4109], [-2.8490, 3.2545, -1.7987], [-1.7449, 3.0832, -2.8063], [-4.1244, 3.5113, -2.3072], [-5.2180, 3.7420, -1.4966], [-6.5761, 4.0354, -2.0719], [-5.0205, 3.7033, -0.1202], [-3.7760, 3.4386, 0.4332], [-3.6758, 3.4365, 1.9397], [-0.7586, 5.4599, 1.4133], [-1.6239, 6.0634, 0.3314], [-0.1708, 6.4022, 2.2578], [1.7914, 6.6430, 5.0407], [0.5196, 7.7915, 4.6160], [1.9742, 7.6861, 3.6312], [1.3058, 4.3845, 4.4941], [0.7537, 2.2343, 4.2379], [0.8605, 1.6849, 2.5634], [-0.7218, 1.8594, 3.3324], [3.0687, 2.0452, -0.2741], [4.6340, 3.7930, -0.9769], [3.7972, 5.9456, -1.9039], [1.3432, 6.2922, -2.1041], [-0.2076, 4.5293, -1.3989], [-0.8575, 2.6244, -2.3844], [-1.4445, 4.0485, -3.2213], [-2.0865, 2.4594, -3.6336], [-4.2488, 3.5336, -3.3857], [-6.5880, 3.8771, -3.1500], [-6.8681, 5.0711, -1.8833], [-7.3413, 3.3965, -1.6273], [-5.8618, 3.8728, 0.5446], [-4.6757, 3.4585, 2.3744], [-3.1228, 4.3007, 2.3144], [-3.1593, 2.5509, 2.3196], [-2.1822, 5.3425, -0.2550], [-1.0070, 6.6521, -0.3488], [-2.3456, 6.7433, 0.7910], [-0.3321, 7.4531, 2.0372]], "forces_ev_per_angstrom": [[0.190, -0.971, -0.158], [-0.060, -0.006, 0.015], [0.055, -0.013, 0.003], [0.131, -0.094, 0.005], [-0.108, 0.070, -0.055], [-0.228, 0.134, 0.049], [0.023, -0.057, 0.046], [0.050, -0.003, -0.042], [-0.052, 0.003, -0.047], [0.087, -0.075, 0.100], [-0.129, -0.033, -0.127], [-0.010, 0.003, 0.002], [0.034, 0.026, 0.013], [-0.007, -0.031, 0.029], [0.008, 0.000, -0.019], [0.036, 0.009, 0.035], [0.032, -0.025, -0.036], [0.107, -0.031, 0.050], [-0.030, 0.094, 0.013], [-0.007, 0.007, 0.005], [-0.011, 0.002, -0.016], [0.006, -0.004, -0.013], [-0.010, 0.013, -0.004], [-0.019, 0.061, -0.064], [0.036, -0.017, 0.008], [-0.019, -0.068, 0.055], [-0.024, 0.206, 0.046], [0.023, -0.018, 0.086], [0.061, 0.269, -0.221], [-0.053, -0.091, 0.102], [0.033, -0.124, -0.006], [-0.078, 0.063, 0.004], [0.010, 0.003, -0.015], [-0.013, 0.016, 0.000], [0.046, -0.003, -0.010], [0.023, -0.004, 0.014], [-0.011, -0.055, 0.019], [-0.038, 0.004, 0.035], [-0.023, 0.031, 0.006], [0.012, -0.029, -0.002], [0.002, 0.006, 0.012], [-0.007, -0.005, 0.023], [-0.009, 0.010, 0.010], [-0.012, -0.024, -0.015], [0.249, 0.254, 0.070], [-0.228, 0.081, 0.304], [0.077, -0.094, -0.224], [-0.038, -0.044, -0.016], [-0.001, -0.059, 0.001], [0.010, -0.020, 0.012], [0.026, 0.012, -0.042], [-0.004, 0.109, 0.076], [-0.028, 0.010, -0.067], [-0.017, 0.053, 0.003], [0.009, -0.017, -0.027], [-0.005, -0.015, 0.012], [0.031, 0.012, -0.037], [-0.030, 0.020, 0.031], [-0.200, -0.087, -0.140], [0.012, -0.005, -0.001], [0.007, -0.005, 0.004], [-0.002, -0.009, 0.020], [-0.015, -0.011, 0.017], [0.076, -0.048, -0.088], [-0.041, 0.032, 0.029], [-0.016, -0.011, 0.010], [-0.003, -0.009, -0.019], [0.015, -0.012, -0.003], [0.037, -0.003, 0.012], [0.011, 0.021, 0.029], [0.004, 0.004, -0.007], [-0.026, -0.039, -0.031], [0.039, -0.017, 0.128], [0.042, 0.019, -0.049], [-0.090, -0.057, -0.042], [0.218, -0.024, 0.076], [-0.414, 0.457, 0.034], [0.107, -0.048, 0.167], [0.052, 0.052, -0.027], [0.002, 0.009, -0.004], [0.004, -0.017, 0.002], [0.012, 0.036, -0.006], [-0.034, 0.217, -0.024], [0.052, -0.023, -0.153], [-0.047, -0.009, 0.074], [0.089, -0.170, -0.010], [0.039, 0.077, -0.057], [-0.007, -0.009, 0.065], [-0.043, -0.003, -0.017], [0.034, 0.001, -0.015], [-0.157, -0.090, -0.059], [-0.038, 0.006, 0.027], [0.011, 0.062, 0.060], [0.026, -0.092, -0.141], [0.010, -0.021, 0.003], [0.003, -0.007, 0.009], [-0.009, 0.005, -0.006], [0.008, 0.001, -0.013], [0.013, 0.003, 0.032], [0.006, 0.014, -0.004], [-0.034, 0.089, 0.041], [0.052, -0.006, 0.013], [-0.014, 0.026, 0.007], [0.029, 0.016, -0.005], [0.010, 0.013, -0.004], [0.010, -0.002, 0.005], [-0.047, 0.074, 0.066], [-0.003, -0.109, 0.009], [-0.074, 0.053, -0.001], [0.021, -0.049, -0.010], [-0.005, -0.007, -0.014], [0.003, -0.004, -0.005], [0.005, 0.007, 0.004], [0.000, -0.009, 0.004], [-0.025, 0.021, 0.007], [-0.004, -0.003, 0.014], [0.004, -0.013, -0.043], [0.031, -0.007, 0.004], [0.126, 0.078, 0.043], [0.031, 0.036, -0.042], [0.001, 0.013, -0.016], [-0.003, 0.040, 0.008]]}